104
Properties=species:S:1:pos:R:3 method="wB97M-V/def2-TZVPD" total_charge=-2 multiplicity=1 e_above_lowest_ev=0.0676 e_lumo_ev=3.65 orbital_gap_ev=5.3
Co -1.53 -1.01 0.60
Br 0.84 -3.73 -0.09
C 1.07 -2.60 1.41
C 2.21 -2.79 2.19
C 2.44 -1.90 3.22
C 1.58 -0.84 3.40
C 0.48 -0.73 2.57
N 0.20 -1.63 1.62
C -0.39 0.52 2.59
O -0.11 1.41 3.40
O -1.27 0.56 1.68
H 2.88 -3.60 1.96
H 3.32 -2.02 3.85
H 1.72 -0.06 4.14
S -3.22 -0.16 -0.60
C -2.68 -1.62 -1.55
N -2.12 -2.45 -0.53
C -2.68 -3.66 -0.44
C -2.45 -4.62 0.57
C -3.09 -5.85 0.51
C -3.98 -6.17 -0.51
C -4.25 -5.21 -1.50
C -3.63 -3.98 -1.44
S -3.93 -2.59 -2.47
H -1.79 -4.38 1.38
H -2.90 -6.57 1.30
H -4.47 -7.13 -0.54
H -4.97 -5.42 -2.28
C -6.64 -3.38 0.76
C -6.44 -1.99 1.29
C -7.10 -0.90 0.75
C -6.84 0.38 1.23
Cl -7.70 1.74 0.53
C -5.91 0.59 2.22
C -5.24 -0.49 2.77
C -5.52 -1.78 2.32
O -4.94 -2.90 2.81
C -3.89 -2.77 3.75
C -2.61 -2.11 3.19
O -1.68 -1.98 3.99
O -2.71 -1.77 1.98
H -7.36 -3.38 -0.06
H -6.99 -4.05 1.54
H -5.69 -3.79 0.40
H -7.80 -1.04 -0.06
H -5.69 1.60 2.55
H -4.48 -0.31 3.51
H -3.65 -3.79 4.04
H -4.22 -2.22 4.64
C 7.25 3.63 2.84
C 6.06 2.97 2.17
C 4.79 3.51 2.30
C 3.68 2.93 1.68
C 2.33 3.54 1.91
C 3.85 1.78 0.89
Te 2.10 0.77 0.08
N -0.31 -0.46 -0.76
C -0.54 -0.70 -1.96
O -1.67 -1.25 -2.52
C 0.43 -0.41 -3.06
C 1.66 -1.06 -3.09
C 2.57 -0.79 -4.10
C 2.27 0.14 -5.08
C 1.04 0.80 -5.05
C 0.13 0.52 -4.05
C 1.72 2.27 -1.38
C 0.49 2.94 -1.36
C -0.57 2.67 -0.33
C 0.23 3.89 -2.35
C 1.16 4.20 -3.33
C 0.86 5.23 -4.39
C 2.37 3.53 -3.32
C 2.67 2.56 -2.37
C 3.99 1.85 -2.46
C 5.13 1.22 0.78
C 5.43 -0.03 -0.02
C 6.21 1.82 1.42
H 6.93 4.33 3.60
H 7.85 4.18 2.11
H 7.90 2.89 3.31
H 4.64 4.40 2.91
H 2.41 4.44 2.52
H 1.67 2.83 2.42
H 1.85 3.81 0.97
H 1.89 -1.77 -2.30
H 3.53 -1.30 -4.12
H 2.98 0.36 -5.87
H 0.81 1.55 -5.80
H -0.83 1.03 -4.01
H -0.21 2.89 0.68
H -0.88 1.62 -0.32
H -1.46 3.28 -0.52
H -0.72 4.40 -2.34
H -0.13 5.66 -4.25
H 0.89 4.78 -5.39
H 1.58 6.04 -4.38
H 3.10 3.74 -4.10
H 4.46 2.05 -3.43
H 3.86 0.78 -2.35
H 4.67 2.19 -1.67
H 4.56 -0.38 -0.58
H 5.74 -0.84 0.64
H 6.24 0.15 -0.73
H 7.20 1.38 1.31

---

70
Properties=species:S:1:pos:R:3 method="wB97M-V/def2-TZVPD" total_charge=-3 multiplicity=1 e_lumo_ev=5.71 orbital_gap_ev=8.8
Ca -0.13 0.03 0.63
N 2.05 -2.93 -2.63
S 0.63 -3.49 -3.12
O -0.40 -2.53 -3.33
O 0.21 -4.72 -2.52
F 1.08 -3.97 -4.57
S 1.89 -2.93 -1.02
O 2.21 -4.14 -0.34
O 0.87 -2.09 -0.48
F 3.21 -2.09 -0.73
N 3.43 0.45 -2.75
S 1.91 1.03 -2.48
O 1.55 2.25 -3.09
O 1.41 0.71 -1.18
F 1.20 -0.06 -3.37
S 4.28 1.74 -2.36
O 3.95 2.34 -1.11
O 4.57 2.60 -3.46
F 5.72 1.12 -1.99
N -5.29 2.04 1.68
S -4.00 1.76 0.73
O -2.83 1.15 1.29
O -3.81 2.66 -0.35
F -4.72 0.52 0.00
S -4.83 3.24 2.60
O -4.94 4.56 2.05
O -3.72 2.98 3.44
F -6.10 3.20 3.62
N -1.00 -1.72 1.86
S -1.28 -3.36 1.58
O -2.44 -3.94 2.17
O -0.08 -4.11 1.52
F -1.77 -3.15 0.10
S -0.98 -1.73 3.45
O 0.20 -2.30 4.01
O -2.20 -2.00 4.11
F -0.81 -0.16 3.59
N 0.06 2.21 1.25
S -0.28 3.48 0.22
O 0.87 3.94 -0.46
O -1.29 4.37 0.65
F -0.98 2.56 -0.85
S 0.46 3.06 2.54
O -0.63 3.46 3.35
O 1.60 3.91 2.48
F 1.03 1.81 3.40
C 3.80 1.84 2.04
O 4.07 0.49 2.44
C 3.17 -0.43 2.17
O 2.08 -0.23 1.69
O 3.70 -1.60 2.50
C 2.86 -2.76 2.53
H 3.17 1.87 1.15
H 4.74 2.31 1.75
H 3.31 2.40 2.82
H 2.44 -2.87 3.53
H 3.45 -3.63 2.27
H 2.02 -2.70 1.86
C -3.29 -2.07 -2.19
O -2.81 -0.96 -2.94
C -2.03 -0.09 -2.32
O -1.58 -0.17 -1.20
O -1.64 0.90 -3.12
C -1.76 0.77 -4.53
H -3.62 -1.73 -1.21
H -2.52 -2.83 -2.07
H -4.20 -2.40 -2.69
H -2.79 0.83 -4.88
H -1.39 -0.22 -4.81
H -1.12 1.54 -4.94

---

13
Properties=species:S:1:pos:R:3 method="wB97M-V/def2-TZVPD" multiplicity=1 smiles=CCN.S e_above_lowest_ev=0.4426 e_lumo_ev=0.82 orbital_gap_ev=10.2
C 0.21 1.46 1.83
C 0.95 0.11 1.79
N 0.20 -0.91 1.06
H 0.81 2.21 2.36
H 0.08 1.81 0.81
H -0.77 1.42 2.30
H 1.84 0.37 1.22
H 1.23 -0.29 2.75
H -0.38 -0.52 0.31
H -0.58 -1.22 1.63
S -0.59 -0.49 -2.32
H 0.31 0.26 -1.65
H -1.44 0.54 -2.46

---

19
Properties=species:S:1:pos:R:3 method="wB97M-V/def2-TZVPD" multiplicity=1 smiles="CCCN.NC=O" e_above_lowest_ev=1.0737 e_lumo_ev=0.94 orbital_gap_ev=10.2
C -1.58 -0.13 0.07
C -0.46 0.71 -0.58
C -0.24 0.42 -2.05
N 0.94 1.21 -2.53
H -1.52 -1.24 0.00
H -2.50 0.18 -0.49
H -1.68 0.13 1.15
H -0.62 1.78 -0.42
H 0.52 0.50 -0.10
H -1.12 0.82 -2.62
H -0.23 -0.67 -2.26
H 1.06 1.13 -3.55
H 1.86 0.98 -2.13
N 0.64 -0.32 2.65
C 1.23 -1.58 2.51
O 0.64 -2.52 1.93
H 1.01 0.35 3.30
H -0.20 -0.11 2.17
H 2.23 -1.66 2.95

---

15
Properties=species:S:1:pos:R:3 method="wB97M-V/def2-TZVPD" multiplicity=1 smiles="O=C(O)CO.C=C" e_above_lowest_ev=1.7521 e_lumo_ev=0.75 orbital_gap_ev=10.8
O 0.40 -0.35 1.26
C 0.94 0.05 0.26
O 0.42 0.01 -0.98
C 2.32 0.66 0.29
O 2.85 1.02 -0.95
H -0.51 -0.30 -0.91
H 2.23 1.53 0.95
H 2.95 -0.08 0.80
H 2.20 0.79 -1.63
C -2.48 -0.31 -0.44
C -2.14 -0.81 0.74
H -2.61 0.76 -0.59
H -2.65 -0.94 -1.31
H -1.97 -1.87 0.90
H -1.96 -0.17 1.60

---

8
Properties=species:S:1:pos:R:3 method="wB97M-V/def2-TZVPD" total_charge=+1 multiplicity=4 e_lumo_ev="-6.65 / -8.69" orbital_gap_ev="5.2 / 6.0"
O 0.18 -2.36 0.20
C -1.22 0.96 0.76
C -0.40 0.02 0.67
C 0.52 -1.04 0.51
C 1.71 -0.98 1.11
O 2.80 -0.80 1.53
Au 3.77 -1.02 3.03
H 0.97 -2.81 -0.14

---

22
Properties=species:S:1:pos:R:3 method="wB97M-V/def2-TZVPD" multiplicity=1 e_above_lowest_ev=3.5513 e_lumo_ev="0.46 / 0.46" orbital_gap_ev="7.5 / 7.5"
C 1.01 -0.27 -3.36
C 1.27 0.46 -2.27
C 0.13 -1.26 -3.40
C 0.50 0.29 -1.19
C -0.72 -1.43 -2.31
C -0.50 -0.71 -1.09
C -0.60 -0.54 1.86
C -0.94 0.66 1.71
C 0.14 -1.36 2.84
C -1.18 2.08 1.62
P -1.57 -1.08 0.25
H 1.46 0.03 -4.35
H 1.94 1.37 -2.27
H 0.00 -1.86 -4.25
H 0.81 0.82 -0.27
H -1.35 -2.33 -2.23
H -0.56 -1.62 3.80
H 1.06 -0.86 3.21
H 0.35 -2.47 2.50
H -1.93 2.33 2.41
H -1.65 2.24 0.67
H -0.15 2.55 1.64

---

10
Properties=species:S:1:pos:R:3 method="wB97M-V/def2-TZVPD" multiplicity=1 e_above_lowest_ev=3.3493 e_lumo_ev="-2.10 / -2.10" orbital_gap_ev="6.3 / 6.3"
C 1.05 0.08 0.37
C -0.35 -0.35 -0.02
N 0.42 0.41 3.07
N -0.60 -1.50 4.71
P 1.10 1.17 1.91
P 0.78 -1.72 0.42
P -0.06 -1.21 3.33
H 1.70 0.49 -0.39
H -1.14 -0.08 0.68
H -0.66 -0.25 -1.06

---

20
Properties=species:S:1:pos:R:3 method="wB97M-V/def2-TZVPD" multiplicity=1 smiles=CCCC(C)C e_above_lowest_ev=1.8595 e_lumo_ev=1.17 orbital_gap_ev=11.5
C -2.74 -0.36 -0.02
C -1.51 0.57 -0.07
C -0.30 -0.40 0.15
C 1.07 -0.03 -0.31
C 2.00 -1.15 0.07
C 1.45 1.46 0.08
H -3.59 0.23 -0.14
H -2.61 -1.22 -0.78
H -2.86 -0.76 1.06
H -1.57 1.36 0.75
H -1.44 1.03 -1.11
H -0.20 -0.49 1.22
H -0.52 -1.48 -0.09
H 1.18 -0.28 -1.45
H 3.10 -0.98 -0.28
H 1.92 -2.14 -0.49
H 2.12 -1.27 1.21
H 0.49 2.09 0.08
H 1.91 1.41 1.19
H 2.22 2.00 -0.62

---

59
Properties=species:S:1:pos:R:3 method="wB97M-V/def2-TZVPD" multiplicity=1 smiles="CN(C)c1ccc(C=C2C(=O)c3ccccc3C2=O)cc1.C=C1N(C)CCCN1C" e_above_lowest_ev=4.0277 e_lumo_ev=-0.66 orbital_gap_ev=6.6
C 3.30 -1.67 -4.45
N 2.22 -0.70 -4.53
C 2.07 -0.12 -5.85
C 1.59 -0.22 -3.37
C 2.12 0.90 -2.66
C 1.55 1.32 -1.49
C 0.35 0.74 -1.00
C -0.34 1.32 0.12
C -0.56 2.66 0.26
C -1.32 3.32 1.37
O -1.83 2.78 2.34
C -1.36 4.77 1.03
C -1.95 5.81 1.76
C -1.90 7.10 1.23
C -1.28 7.34 -0.01
C -0.71 6.30 -0.74
C -0.76 5.01 -0.21
C -0.31 3.71 -0.80
O 0.09 3.55 -1.95
C -0.14 -0.41 -1.66
C 0.45 -0.87 -2.82
H 3.39 -2.06 -3.43
H 3.09 -2.50 -5.15
H 4.25 -1.21 -4.76
H 1.26 0.62 -5.87
H 3.01 0.36 -6.18
H 1.85 -0.92 -6.57
H 2.96 1.44 -3.09
H 2.00 2.14 -0.93
H -0.78 0.68 0.87
H -2.43 5.58 2.71
H -2.35 7.92 1.78
H -1.24 8.36 -0.40
H -0.23 6.46 -1.71
H -1.05 -0.87 -1.28
H 0.03 -1.71 -3.37
C -0.63 -1.15 2.09
C -0.65 -2.47 2.54
N 0.50 -3.20 2.77
C 1.78 -2.56 2.73
C 0.57 -4.64 2.64
C -0.66 -5.35 3.15
C -1.89 -4.63 2.64
N -1.80 -3.19 2.77
C -3.08 -2.54 2.74
H -1.58 -0.66 1.94
H 0.33 -0.71 1.84
H 1.78 -1.66 3.36
H 2.51 -3.26 3.15
H 2.09 -2.28 1.72
H 0.68 -4.90 1.56
H 1.47 -4.98 3.17
H -0.67 -6.36 2.75
H -0.66 -5.43 4.24
H -2.01 -4.89 1.57
H -2.79 -4.95 3.18
H -3.08 -1.64 3.37
H -3.40 -2.25 1.73
H -3.82 -3.24 3.15

---

12
Properties=species:S:1:pos:R:3 method="wB97M-V/def2-TZVPD" multiplicity=3 e_above_lowest_ev=1.2065 e_lumo_ev="0.35 / -3.91" orbital_gap_ev="8.7 / 5.6"
C -0.15 -0.22 -1.32
C 1.15 0.20 0.90
C 0.05 0.69 -0.06
C -0.76 -0.58 0.03
N 0.65 -0.93 1.57
N -0.42 -1.35 1.07
Br -0.52 2.48 0.17
Br -3.48 -0.51 -0.46
H -0.93 0.05 -2.03
H 0.76 -0.65 -1.63
H 1.94 -0.19 0.30
H 1.70 1.02 1.45

---

9
Properties=species:S:1:pos:R:3 method="wB97M-V/def2-TZVPD" multiplicity=1 smiles="O/N=C/C(Cl)Cl" e_above_lowest_ev=2.8101 e_lumo_ev=0.36 orbital_gap_ev=10.9
O 1.68 -1.03 1.38
N 0.37 -0.60 0.89
C 0.45 0.23 -0.08
C -0.88 0.55 -0.68
Cl -0.70 1.17 -2.35
Cl -2.19 -0.66 -0.54
H 1.29 -1.68 1.99
H 1.39 0.65 -0.32
H -1.41 1.36 -0.29

---

48
Properties=species:S:1:pos:R:3 method="wB97M-V/def2-TZVPD" multiplicity=1 smiles="Cc1ccc(NS(=O)(=O)c2c(C)[nH]c(C)c2C(=O)N2CCCC2)cc1Cl" e_above_lowest_ev=0.0000 e_lumo_ev=0.52 orbital_gap_ev=8.7
C 4.62 1.56 -1.34
C 3.34 1.81 -0.60
C 2.42 2.75 -1.03
C 1.23 2.96 -0.35
C 0.93 2.22 0.79
N -0.25 2.44 1.50
S -1.28 1.19 1.92
O -2.31 1.81 2.71
O -0.52 0.13 2.52
C -1.99 0.65 0.39
C -3.21 1.03 -0.11
C -4.29 1.87 0.48
N -3.32 0.48 -1.35
C -2.19 -0.23 -1.66
C -2.03 -0.93 -2.96
C -1.34 -0.15 -0.59
C 0.04 -0.72 -0.55
O 0.93 -0.26 -1.24
N 0.19 -1.80 0.23
C -0.85 -2.48 0.97
C -0.10 -3.59 1.72
C 1.10 -3.87 0.82
C 1.47 -2.47 0.34
C 1.85 1.29 1.25
C 3.03 1.09 0.55
Cl 4.14 -0.08 1.15
H 5.47 1.68 -0.68
H 4.63 0.54 -1.72
H 4.72 2.25 -2.17
H 2.63 3.32 -1.92
H 0.52 3.69 -0.72
H -0.79 3.23 1.18
H -4.02 2.13 1.50
H -5.23 1.33 0.48
H -4.43 2.78 -0.10
H -4.12 0.58 -1.95
H -2.39 -0.31 -3.78
H -2.59 -1.87 -2.97
H -0.98 -1.15 -3.12
H -1.35 -1.79 1.65
H -1.59 -2.90 0.27
H -0.73 -4.46 1.89
H 0.24 -3.20 2.68
H 1.91 -4.36 1.34
H 0.80 -4.49 -0.03
H 1.99 -2.45 -0.62
H 2.09 -1.96 1.09
H 1.62 0.71 2.13

---

13
Properties=species:S:1:pos:R:3 method="wB97M-V/def2-TZVPD" total_charge=+1 multiplicity=1 e_above_lowest_ev=1.8810 e_lumo_ev=-4.46 orbital_gap_ev=8.7
C -0.62 0.25 0.43
C -2.11 1.89 -0.14
N -1.49 1.34 0.80
H 0.21 0.15 1.14
H -0.17 0.39 -0.56
H -1.23 -0.65 0.55
H -2.83 2.67 0.07
H -1.97 1.63 -1.19
N 2.03 -1.53 -0.23
H 2.86 -0.95 -0.33
H 1.34 -1.08 0.39
H 1.60 -1.71 -1.14
H 2.37 -2.40 0.21

---

17
Properties=species:S:1:pos:R:3 method="wB97M-V/def2-TZVPD" multiplicity=1 smiles="NCC=C1SCCS1" e_above_lowest_ev=1.5959 e_lumo_ev=0.65 orbital_gap_ev=8.5
N -0.31 3.11 -1.11
C 0.73 2.15 -0.62
C 0.18 1.28 0.50
C -0.03 -0.07 0.31
S 0.12 -1.12 -1.18
C -0.45 -2.59 -0.22
C 0.02 -2.48 1.21
S -0.48 -0.78 1.84
H -1.33 2.81 -1.03
H -0.03 3.81 -1.80
H 1.53 2.73 -0.23
H 1.19 1.52 -1.42
H 0.01 1.68 1.48
H -0.07 -3.52 -0.63
H -1.58 -2.61 -0.22
H -0.64 -3.20 1.75
H 1.14 -2.71 1.38

---

10
Properties=species:S:1:pos:R:3 method="wB97M-V/def2-TZVPD" multiplicity=1 e_above_lowest_ev=0.9724 e_lumo_ev=0.34 orbital_gap_ev=9.1
C -1.42 -0.18 -0.29
C -0.18 0.56 0.20
F 1.96 -1.48 0.78
P 1.90 -0.50 -0.51
Cl 3.05 1.05 0.11
H -1.68 -1.21 0.31
H -2.35 0.25 -0.43
H -1.20 -0.54 -1.35
H -0.03 0.50 1.31
H -0.04 1.54 -0.13

---

12
Properties=species:S:1:pos:R:3 method="wB97M-V/def2-TZVPD" multiplicity=1 smiles="O=CNNNC=O" e_above_lowest_ev=4.0128 e_lumo_ev=0.61 orbital_gap_ev=10.3
O 0.67 -1.65 -1.68
C 0.00 -1.78 -0.67
N 0.06 -1.03 0.43
N 0.98 0.31 0.42
N 0.42 1.45 0.12
C -0.39 2.06 1.01
O -0.79 1.45 2.01
H -0.64 -2.74 -0.65
H -0.65 -0.86 1.10
H 1.58 -0.09 -0.35
H 0.39 1.76 -0.84
H -0.84 2.93 0.58

---

18
Properties=species:S:1:pos:R:3 method="wB97M-V/def2-TZVPD" total_charge=+1 multiplicity=1 e_above_lowest_ev=5.4178 e_lumo_ev=-3.74 orbital_gap_ev=10.4
C -0.26 0.29 -0.30
C 2.35 -0.85 0.55
C -2.63 0.26 0.15
C 1.62 -0.57 -0.74
N -1.37 -0.34 -0.09
N -0.27 1.60 -0.43
O -1.40 -1.70 0.02
H 2.78 0.08 0.63
H 3.11 -1.56 0.28
H 1.74 -1.16 1.40
H -2.42 1.20 0.82
H -3.22 0.42 -0.83
H -3.28 -0.50 0.58
H 2.10 0.25 -1.27
H 1.06 -1.27 -1.41
H 0.54 2.11 -0.52
H -1.09 2.16 -0.16
H -0.59 -1.91 0.40

---

15
Properties=species:S:1:pos:R:3 method="wB97M-V/def2-TZVPD" multiplicity=1 smiles="CO[C@@H]1ON=C[C@@H]1O" e_above_lowest_ev=5.3493 e_lumo_ev=0.68 orbital_gap_ev=10.8
C -2.34 0.34 0.39
O -1.02 -0.31 0.66
C 0.09 0.43 0.07
O -0.07 0.78 -1.29
N 0.94 0.03 -2.10
C 1.82 -0.42 -1.22
C 1.47 -0.10 0.26
O 1.56 -1.35 1.09
H -2.93 -0.51 1.02
H -2.45 1.23 0.86
H -2.62 0.28 -0.64
H -0.09 1.44 0.55
H 2.86 -0.94 -1.55
H 2.10 0.65 0.60
H 0.66 -1.54 1.31